Run a
{
  "formula": "C3H8N3",
  "method": "ωB97M-V with the def2-TZVPD basis set",
  "spin_multiplicity": 1,
  "e_homo_ev": [-15.32, -14.48],
  "total_charge": 1,
  "e_lumo_ev": [-6.142, -8.560],
  "homo_lumo_gap_ev": [9.18, 5.92],
  "species": ["C", "C", "C", "N", "N", "N", "H", "H", "H", "H", "H", "H", "H", "H"],
  "positions_angstrom": [[1.858, 0.544, 1.172], [0.049, -0.046, -0.328], [-2.209, -0.324, -1.024], [2.347, -0.610, 1.264], [0.648, 0.861, 0.668], [-1.210, -0.378, 0.019], [2.386, 1.288, 1.728], [0.233, 0.298, -1.363], [0.655, -0.965, -0.295], [-3.111, 0.305, -0.596], [-1.538, 0.088, -1.867], [-2.546, -1.304, -1.195], [0.375, 1.792, 0.904], [2.065, -1.548, 0.914]]
}

Run b
{
  "formula": "C3H8N3",
  "method": "ωB97M-V with the def2-TZVPD basis set",
  "spin_multiplicity": 1,
  "e_homo_ev": [-13.00, -13.92],
  "total_charge": 1,
  "e_lumo_ev": [-6.569, -5.314],
  "homo_lumo_gap_ev": [6.43, 8.61],
  "species": ["C", "C", "C", "N", "N", "N", "H", "H", "H", "H", "H", "H", "H", "H"],
  "positions_angstrom": [[-1.784, -0.325, 0.361], [-1.659, 1.083, 0.303], [0.159, -0.714, -0.913], [-1.076, -1.156, -0.302], [0.775, 0.340, -0.277], [2.019, 0.091, 0.371], [-2.658, -0.673, 0.936], [-1.025, 1.597, -0.494], [-2.010, 1.709, 1.242], [0.760, -1.704, -1.016], [-0.323, -0.410, -1.890], [2.030, -0.810, 0.735], [2.002, 0.761, 1.183], [2.790, 0.210, -0.239]]
}

Run c
{
  "formula": "C3H8N3",
  "method": "ωB97M-V with the def2-TZVPD basis set",
  "spin_multiplicity": 1,
  "smiles": "[H]/N=C/N/C=[NH+]/C",
  "e_homo_ev": -14.67,
  "total_charge": 1,
  "e_lumo_ev": -4.350,
  "homo_lumo_gap_ev": 10.32,
  "species": ["H", "N", "C", "N", "C", "N", "C", "H", "H", "H", "H", "H", "H", "H"],
  "positions_angstrom": [[-3.298, 1.475, 0.059], [-2.478, 0.896, 0.020], [-2.375, -0.348, 0.076], [-1.057, -0.874, -0.103], [0.065, -0.118, -0.067], [1.308, -0.472, -0.261], [2.332, 0.472, 0.140], [-3.089, -1.117, 0.172], [-0.921, -1.765, -0.478], [0.012, 0.966, 0.235], [1.656, -1.385, -0.338], [2.400, 0.817, 1.279], [3.333, 0.135, -0.272], [2.112, 1.319, -0.461]]
}

Run d
{
  "formula": "C3H8N3",
  "method": "ωB97M-V with the def2-TZVPD basis set",
  "spin_multiplicity": 1,
  "smiles": "[NH3+][C@H]1CN=CN1",
  "e_homo_ev": -14.59,
  "total_charge": 1,
  "e_lumo_ev": -3.693,
  "homo_lumo_gap_ev": 10.89,
  "species": ["N", "C", "C", "N", "C", "N", "H", "H", "H", "H", "H", "H", "H", "H"],
  "positions_angstrom": [[1.519, -0.016, -0.629], [0.381, -0.087, 0.484], [-0.573, 1.106, 0.316], [-1.696, 0.571, -0.338], [-1.760, -0.665, -0.272], [-0.334, -1.256, 0.270], [1.876, -0.929, -1.064], [2.383, 0.533, -0.307], [1.161, 0.259, -1.495], [1.004, -0.064, 1.332], [-0.905, 1.535, 1.223], [-0.133, 2.011, -0.044], [-2.486, -1.205, -0.652], [-0.435, -1.793, 1.177]]
}

Top of the stability list: run c, leading by 89.7 kJ/mol.

Run a
{
  "formula": "C20H21N3O3S",
  "method": "ωB97M-V with the def2-TZVPD basis set",
  "spin_multiplicity": 1,
  "smiles": "CCOCCCNC(=O)c1ccc(-n2c(=S)[nH]c3ccccc3c2=O)cc1",
  "e_homo_ev": -8.45,
  "e_lumo_ev": 0.067,
  "homo_lumo_gap_ev": 8.52,
  "species": ["C", "C", "O", "C", "C", "C", "N", "C", "O", "C", "C", "C", "C", "N", "C", "S", "N", "C", "C", "C", "C", "C", "C", "C", "O", "C", "C", "H", "H", "H", "H", "H", "H", "H", "H", "H", "H", "H", "H", "H", "H", "H", "H", "H", "H", "H", "H", "H"],
  "positions_angstrom": [[-8.926, -0.530, -1.173], [-7.949, 0.568, -0.758], [-6.593, 0.230, -0.931], [-6.106, -0.752, -0.041], [-4.584, -0.769, -0.129], [-3.987, 0.539, 0.396], [-2.551, 0.566, 0.257], [-1.714, 0.435, 1.311], [-2.101, 0.363, 2.461], [-0.260, 0.419, 0.956], [0.222, -0.191, -0.197], [1.578, -0.193, -0.470], [2.453, 0.419, 0.412], [3.858, 0.415, 0.129], [4.440, 1.596, -0.239], [3.596, 2.995, -0.436], [5.781, 1.583, -0.464], [6.569, 0.462, -0.373], [7.940, 0.510, -0.622], [8.691, -0.642, -0.522], [8.096, -1.852, -0.176], [6.741, -1.906, 0.071], [5.965, -0.752, -0.024], [4.524, -0.809, 0.244], [3.922, -1.812, 0.550], [1.989, 1.008, 1.578], [0.635, 1.003, 1.847], [-8.866, -1.383, -0.501], [-8.702, -0.864, -2.183], [-9.940, -0.142, -1.148], [-8.133, 0.851, 0.290], [-8.095, 1.449, -1.389], [-6.501, -1.744, -0.306], [-6.422, -0.517, 0.987], [-4.199, -1.608, 0.453], [-4.301, -0.906, -1.174], [-4.200, 0.647, 1.462], [-4.426, 1.379, -0.150], [-2.173, 0.637, -0.674], [-0.450, -0.693, -0.877], [1.959, -0.669, -1.360], [6.191, 2.468, -0.734], [8.399, 1.450, -0.890], [9.752, -0.603, -0.715], [8.697, -2.745, -0.102], [6.249, -2.827, 0.342], [2.685, 1.470, 2.262], [0.250, 1.448, 2.751]]
}

Run b
{
  "formula": "C20H21N3O3S",
  "method": "ωB97M-V with the def2-TZVPD basis set",
  "spin_multiplicity": 1,
  "smiles": "COc1ccc(CCN2C(=O)C[C@H](C(N)=O)S/C2=N\\c2ccccc2)cc1",
  "e_homo_ev": -8.27,
  "e_lumo_ev": 0.274,
  "homo_lumo_gap_ev": 8.54,
  "species": ["C", "O", "C", "C", "C", "C", "C", "C", "N", "C", "O", "C", "C", "C", "N", "O", "S", "C", "N", "C", "C", "C", "C", "C", "C", "C", "C", "H", "H", "H", "H", "H", "H", "H", "H", "H", "H", "H", "H", "H", "H", "H", "H", "H", "H", "H", "H", "H"],
  "positions_angstrom": [[-3.509, 0.989, -2.747], [-2.151, 1.324, -2.883], [-1.459, 1.707, -1.772], [-1.981, 1.768, -0.487], [-1.171, 2.164, 0.566], [0.158, 2.501, 0.371], [1.041, 2.849, 1.535], [1.934, 1.655, 1.902], [1.129, 0.444, 2.041], [0.503, 0.248, 3.247], [0.571, 1.072, 4.130], [-0.249, -1.054, 3.384], [-1.285, -1.168, 2.284], [-2.186, -2.394, 2.479], [-3.064, -2.587, 1.472], [-2.138, -3.084, 3.466], [-0.436, -1.325, 0.667], [1.081, -0.402, 0.952], [2.071, -0.478, 0.180], [2.172, -1.167, -1.008], [1.181, -1.144, -1.989], [1.382, -1.800, -3.188], [2.559, -2.489, -3.423], [3.550, -2.508, -2.453], [3.368, -1.843, -1.258], [0.672, 2.439, -0.921], [-0.122, 2.054, -1.979], [-4.095, 1.829, -2.360], [-3.646, 0.119, -2.095], [-3.854, 0.742, -3.750], [-3.011, 1.513, -0.290], [-1.591, 2.214, 1.562], [1.684, 3.696, 1.292], [0.431, 3.111, 2.401], [2.429, 1.840, 2.858], [2.674, 1.465, 1.126], [0.441, -1.900, 3.327], [-0.738, -1.078, 4.359], [-1.914, -0.272, 2.238], [-2.977, -2.090, 0.602], [-3.637, -3.415, 1.495], [0.275, -0.583, -1.818], [0.611, -1.770, -3.945], [2.709, -3.004, -4.360], [4.473, -3.039, -2.635], [4.132, -1.848, -0.496], [1.706, 2.694, -1.098], [0.271, 2.003, -2.982]]
}

Top of the stability list: run a, leading by 53.2 kJ/mol.